Record 1
The following is a quantum chemistry calculation of a 2-piece molecular cluster, C4H8NO2 overall in a non-equilibrium geometry, from the Open Molecules 2025 dataset.

```
15
Properties=species:S:1:pos:R:3:forces:R:3:nbo_charge:R:1
C -1.463 0.172 0.763 0.8829 0.2995 0.2413 -0.060
C -0.233 0.386 1.164 2.9316 -0.1061 2.2836 -0.294
C -1.551 0.494 -0.616 -0.6379 1.9628 -1.9309 -0.277
C 0.568 0.903 0.069 -2.3705 0.1817 -1.2514 0.674
N -0.202 0.892 -1.011 -1.0441 -0.5304 3.8649 -0.505
O 1.755 1.395 0.040 0.0725 -0.2578 1.2234 -0.558
O 1.651 -1.267 0.002 2.0117 -1.2208 1.0770 -0.961
H -2.312 -0.225 1.204 -1.1661 -0.6727 1.3728 0.257
H 0.343 0.129 2.074 -1.0833 0.2386 -0.2760 0.259
H -1.860 -0.367 -1.117 -0.4900 -1.5375 -1.2893 0.257
H -2.353 1.254 -0.798 0.8752 -0.2152 -0.1407 0.272
H 2.564 -1.691 -0.047 -1.8417 0.7541 -0.1798 0.511
H 0.134 1.091 -1.871 0.8736 1.0483 -3.4708 0.430
H 2.080 1.177 0.937 0.8433 0.4298 -0.4530 0.522
H 1.348 -1.098 -0.877 0.1430 -0.3743 -1.0711 0.472
```
Forces are in eV/Å.

**E_tot**: -9855.2435 eV
**LUMO level**: -0.1544 hartree
**Net charge**: +1
**Molecular weight**: 102.1 g mol⁻¹
**Relative energy (zero: lowest compared OMol25 entry of this formula, charge and spin)**: 1.0872 eV


Record 2
The following is a quantum chemistry calculation of a 2-piece molecular cluster, C3H9NO2 overall in a non-equilibrium geometry, from the Open Molecules 2025 dataset.

```
15
Properties=species:S:1:pos:R:3:forces:R:3:nbo_charge:R:1
C 0.313 0.463 2.754 -2.6825 1.1103 0.4192 -0.498
N 1.273 1.488 2.827 -1.8003 -1.4705 -3.5233 -0.264
H -0.642 -0.708 0.084 0.2295 0.4830 2.4300 0.446
H 2.103 1.257 3.202 3.7920 -0.3754 2.9879 0.399
H 1.475 1.816 1.863 -0.5469 1.0521 0.7720 0.429
H 0.140 0.399 1.668 -0.6595 -0.4716 0.3939 0.274
H -0.649 0.995 3.191 0.7696 -0.6507 -0.9244 0.346
H 0.274 -0.482 3.349 1.1492 0.9130 -0.2451 0.304
C -0.499 -1.113 -2.767 -1.5718 -2.8083 -3.4537 -0.762
C -0.360 -0.281 -1.615 -1.3451 -2.3229 3.7423 0.802
O -1.021 -1.114 -0.657 -0.1943 0.3300 -1.5127 -0.704
O 0.203 0.654 -1.122 0.5905 0.9114 -1.3814 -0.602
H -1.574 -1.636 -2.822 2.0799 1.7720 0.2763 0.288
H 0.058 -2.088 -2.573 -0.0627 1.5264 -0.2811 0.289
H -0.282 -0.704 -3.755 0.2523 0.0013 0.3000 0.252
```
Forces are in eV/Å.

**Spin multiplicity**: 2
**E_tot**: -8831.1510 eV
**LUMO level (alpha / beta)**: -0.1389 / -0.3427 hartree
**Net charge**: +1
**Molecular weight**: 91.1 g mol⁻¹
**Expectation value of S²**: 0.75
**Relative energy (zero: lowest compared OMol25 entry of this formula, charge and spin)**: 2.3602 eV


Record 3
The following is a quantum chemistry calculation of N2O6Rb as an isolated structure in a non-equilibrium geometry, from the Open Molecules 2025 dataset.

```
9
Properties=species:S:1:pos:R:3:forces:R:3:lowdin_charge:R:1
Rb 4.819 -0.378 -2.230 -1.0533 0.1109 0.2896 0.978
N 1.191 -0.004 -1.400 -3.0193 1.7744 -1.4588 -0.620
O 2.356 -0.008 -0.910 1.1445 -0.5986 -0.3219 -0.266
O 0.207 0.245 -0.721 1.1769 -0.5163 0.6401 0.026
O 0.975 -0.090 -2.664 1.9942 -0.7057 0.4967 -0.132
N -2.398 0.097 1.904 0.1745 -2.1814 3.0466 -0.621
O -2.561 1.260 2.354 0.0607 -0.1063 -1.1788 -0.119
O -3.294 -0.791 2.151 -0.1085 1.1273 -0.9321 -0.159
O -1.294 -0.330 1.517 -0.3697 1.0958 -0.5815 -0.086
```
Forces are in eV/Å.

**E_tot**: -15913.8682 eV
**LUMO level**: 0.0094 hartree
**Net charge**: -1
**Molecular weight**: 209.5 g mol⁻¹
**Relative energy (zero: lowest compared OMol25 entry of this formula, charge and spin)**: 3.0262 eV


- Which formula does entry 1 have?
  C4H8NO2


- Look up the E_tot of the third one.
  -15913.8682 eV